No. 1
Entry from the Open Molecules 2025 dataset: 8 unconnected molecules or ions with the total composition C26H38N6O6S2 in a non-equilibrium geometry (ωB97M-V with the def2-TZVPD basis set).

The geometry in XYZ format:
```
78
Properties=species:S:1:pos:R:3:lowdin_charge:R:1
N 3.47102 3.50348 1.81323 0.0428
C 3.00149 2.79311 2.83192 -0.1655
C 2.98050 1.38572 2.87066 -0.0708
C 3.64751 0.66932 1.83783 -0.0735
C 4.27072 1.47252 0.86434 -0.0797
C 4.12806 2.85944 0.83637 -0.1455
H 2.45818 3.38744 3.57941 0.1090
H 2.56553 0.93723 3.72735 0.0810
H 3.72632 -0.43630 1.84642 0.1056
H 4.84482 0.97409 0.09365 0.0832
H 4.56946 3.49170 0.06284 0.1053
N -3.36970 1.50686 -3.84845 0.0412
C -3.22549 0.24809 -4.18617 -0.1645
C -1.96321 -0.39935 -4.11861 -0.0768
C -0.87207 0.27217 -3.66224 -0.0971
C -1.04149 1.62034 -3.30592 -0.0703
C -2.29245 2.21001 -3.44282 -0.1450
H -4.09311 -0.28751 -4.63033 0.1174
H -1.87579 -1.44396 -4.37667 0.1014
H 0.13162 -0.17855 -3.65551 0.1156
H -0.20564 2.21272 -3.06855 0.0887
H -2.51376 3.30131 -3.29934 0.1208
N 6.20446 -1.58228 -2.76521 0.0410
C 5.41972 -0.47287 -2.69789 -0.1428
C 4.07787 -0.59869 -2.38387 -0.0858
C 3.53704 -1.87727 -2.11569 -0.0740
C 4.36068 -2.98721 -2.27887 -0.0735
C 5.70453 -2.81714 -2.65245 -0.1433
H 5.85305 0.49532 -2.95878 0.1060
H 3.45787 0.28039 -2.29401 0.0871
H 2.49364 -2.03317 -1.91187 0.0684
H 4.00770 -3.99385 -2.12994 0.0927
H 6.31922 -3.68151 -2.87528 0.1006
N -4.05885 0.08388 0.50904 0.0519
C -3.84302 -0.76840 1.50252 -0.1687
C -3.94995 -2.16000 1.36165 -0.0660
C -4.16421 -2.66949 0.07784 -0.0581
C -4.33672 -1.74216 -0.96222 -0.0849
C -4.27954 -0.38303 -0.73837 -0.1539
H -3.71058 -0.35703 2.50055 0.1020
H -3.82894 -2.78839 2.22536 0.0971
H -4.17653 -3.73552 -0.16660 0.1113
H -4.40854 -2.07271 -1.98624 0.0940
H -4.41359 0.38874 -1.51350 0.0987
C 0.26142 1.15176 0.77766 -0.1943
S 0.82213 -0.33575 -0.17885 0.8150
O 1.53335 -1.15775 0.82629 -0.5720
C -0.80938 -1.11729 -0.37342 -0.2354
H -0.57909 1.66466 0.29945 0.0354
H 1.04357 1.90244 0.83676 0.0350
H -0.01551 0.73290 1.74604 0.0520
H -0.63684 -2.07737 -0.86247 0.0448
H -1.42426 -0.42432 -0.93287 0.0280
H -1.25604 -1.25145 0.60149 0.0383
C -3.91874 5.84606 1.24666 -0.2559
S -2.64529 5.51709 -0.05743 0.8000
O -1.31021 5.93234 0.46279 -0.5586
C -2.82986 3.69883 -0.01798 -0.2763
H -3.81001 6.91526 1.46160 0.0454
H -3.73461 5.32270 2.18208 0.0500
H -4.89322 5.57941 0.80525 0.0534
H -3.85902 3.42356 -0.21956 0.0502
H -2.60524 3.40676 0.99727 0.0441
H -2.12047 3.29745 -0.75666 0.0215
C -0.14104 -2.16919 3.80961 0.0267
N -0.76841 -1.51239 4.95848 -0.4512
O -0.12115 -1.31477 5.97833 0.0630
O -1.93503 -1.18454 4.82830 0.0475
H -0.97456 -2.63455 3.24694 0.0923
H 0.59392 -2.91195 4.15832 0.1032
H 0.27059 -1.39589 3.12631 0.0899
C 2.23604 -4.22765 1.28224 0.0860
N 0.86143 -4.20072 0.56361 -0.4458
O 0.87736 -4.03024 -0.63087 0.0281
O -0.16807 -4.29329 1.13930 0.0685
H 2.64835 -5.18589 0.96125 0.0992
H 2.04902 -4.20549 2.35138 0.0842
H 2.75105 -3.38821 0.86707 0.0643
```

Properties
E_LUMO: 0.1 eV

---

No. 2
Entry from the Open Molecules 2025 dataset: a molecular structure, C32H25BF4IN2O2PRhS2 in a non-equilibrium geometry (ωB97M-V with the def2-TZVPD basis set).

The geometry in XYZ format:
```
71
Properties=species:S:1:pos:R:3:lowdin_charge:R:1
Rh 1.02355 -0.50509 -1.61285 0.7449
O 0.60346 -4.12084 2.55037 0.0606
C -0.37937 -4.54621 1.76393 -0.2615
C -1.22349 -5.54532 2.27100 0.0031
C -2.25820 -6.04056 1.51388 -0.0480
C -2.47371 -5.56741 0.21803 -0.0615
C -1.67403 -4.56040 -0.28726 -0.0045
C -0.62995 -4.02474 0.47064 -0.0782
C 0.12848 -2.88882 -0.07382 -0.3860
O -0.32213 -2.20135 -1.00878 -0.0255
N 1.28918 -2.58385 0.54173 0.0861
N 1.95020 -1.54588 0.04629 -0.1600
C 2.95921 -1.12049 0.75986 -0.8683
S 3.93847 0.22874 0.29640 0.9306
C 5.23148 -0.11852 1.54440 -0.4619
C 4.54746 -0.62202 2.79171 -0.4678
S 3.32843 -1.88854 2.28672 1.0340
H 1.17952 -3.49889 2.05512 0.0328
H -1.00873 -5.91767 3.26034 0.1234
H -2.89681 -6.80959 1.91998 0.1148
H -3.25613 -5.99583 -0.38889 0.1088
H -1.83708 -4.18188 -1.28476 0.1247
H 5.77677 0.80554 1.72347 0.0942
H 5.90139 -0.86747 1.11977 0.0934
H 4.00334 0.16533 3.31646 0.0847
H 5.25285 -1.08643 3.47902 0.0940
I 2.33952 1.65488 -2.53197 1.2191
C 1.93214 3.41855 -1.34995 -0.5084
C 2.91217 4.37467 -1.51696 -0.1597
C 2.79040 5.64789 -0.95689 -0.0577
C 1.65413 5.95811 -0.26897 -0.0152
C 0.63945 4.99912 -0.06829 -0.1490
C -0.50066 5.40006 0.65685 -0.0061
C -1.48945 4.51210 0.96402 -0.0352
C -1.34631 3.19209 0.54513 -0.0870
C -0.28817 2.75933 -0.23127 -0.2616
P -0.54302 0.97080 -0.60781 1.0018
C -0.73821 0.29047 1.05994 -0.3694
C -1.73756 -0.62151 1.38965 -0.0791
C -1.76213 -1.18464 2.65314 -0.0556
C -0.79841 -0.84849 3.58993 -0.0576
C 0.21729 0.03610 3.25629 -0.0778
C 0.25793 0.59072 1.99294 -0.1107
C -2.11819 0.82951 -1.50235 -0.3342
C -3.39303 1.04930 -0.97990 -0.0924
C -4.50286 0.85348 -1.78259 -0.0637
C -4.36284 0.41789 -3.09073 -0.0514
C -3.10011 0.18382 -3.60930 -0.0392
C -1.98408 0.39671 -2.82288 -0.0852
C 0.76031 3.65990 -0.58203 -0.1814
H 3.78364 4.14568 -2.11284 0.0871
H 3.57267 6.37588 -1.09800 0.1159
H 1.50622 6.94671 0.14001 0.1218
H -0.56532 6.42926 0.97388 0.1225
H -2.36239 4.80971 1.52288 0.1176
H -2.10141 2.48220 0.84489 0.0875
H -2.48936 -0.88313 0.65902 0.1113
H -2.53626 -1.89565 2.90134 0.1177
H -0.83163 -1.27168 4.58123 0.1137
H 0.97432 0.29299 3.98429 0.1075
H 1.05364 1.27034 1.71329 0.1030
H -3.54437 1.36190 0.04331 0.0982
H -5.48615 1.03493 -1.37638 0.1107
H -5.23899 0.25480 -3.69675 0.1123
H -2.96545 -0.17983 -4.61406 0.1164
H -0.99785 0.21001 -3.23659 0.0659
F 0.81648 -1.43925 -3.55885 -0.1527
B 0.84706 -0.96520 -5.07035 -1.2678
F 1.81800 -1.68861 -5.63374 0.2129
F 1.15918 0.36185 -4.92929 0.0462
F -0.40448 -1.15560 -5.51604 0.2024
```

Properties
E_LUMO (spin up / spin down): -3.4 / -6.2 eV
Spin multiplicity: 5
Charge: +1

---

Question: Number 1 is which compound?
Answer: C26H38N6O6S2